Density functional theory data (ωB97M-V with the def2-TZVPD basis set) for C17H17N3O3 as an isolated structure at a distorted geometry.

The geometry in ORCA input format:
```
! RIJCOSX wB97M-V def2-TZVPD def2/J DEFGRID3
* xyz 0 1
C -6.323 -2.410 0.202
H -7.188 -2.914 0.144
H -5.651 -2.588 0.980
H -5.767 -2.795 -0.776
C -6.531 -1.078 -0.106
C -5.308 -0.284 0.062
N -4.159 -0.841 0.224
C -3.264 0.404 -0.132
N -3.960 1.530 -0.187
O -5.182 1.096 -0.089
C -1.866 0.451 0.032
C -1.325 -0.910 -0.001
C 0.178 -1.312 0.002
C 0.957 0.111 0.075
N 0.366 1.219 -0.156
C -1.006 1.331 0.083
O -1.425 2.424 -0.061
C -0.582 3.610 -0.077
H -1.046 4.669 -0.325
H 0.106 3.607 -0.888
H -0.003 3.703 0.671
C 2.282 0.094 0.197
C 3.123 -1.023 -0.244
C 4.449 -1.084 -0.115
C 5.203 0.188 -0.171
C 4.565 1.189 0.395
C 3.118 0.970 0.384
H 2.586 2.202 0.609
H 4.951 2.017 0.789
O 6.593 0.092 0.194
C 7.355 -0.879 -0.251
H 8.347 -0.694 -0.211
H 7.179 -1.788 0.497
H 7.158 -1.439 -1.257
H 5.005 -2.100 -0.563
H 2.662 -1.836 -0.567
H 0.638 -2.096 0.032
H -1.864 -1.852 0.424
H -7.135 -0.494 0.930
H -7.238 -0.491 -0.750
*
```

* HOMO level: -0.294 Eh
* LUMO: -0.10 eV
* energy above the lowest of the compared OMol25 structures with the same formula, charge and spin: 1687.59 kJ/mol
* orbital gap: 7.89 eV

Atom charges from the Löwdin analysis, given in e for atoms 1 to 5: -0.138 0.046 0.076 0.148 -0.234



Density functional theory data (ωB97M-V with the def2-TZVPD basis set) for an isolated ion of composition C2H5O3PS and charge -2 at a distorted geometry.

The geometry in ORCA input format:
```
! RIJCOSX wB97M-V def2-TZVPD def2/J DEFGRID3
* xyz -2 1
O -1.081 1.508 2.685
P -0.045 1.802 1.636
O 0.519 3.226 1.390
O 1.455 1.121 2.241
C -0.551 0.743 0.194
C -0.384 -0.908 0.400
S 0.324 -1.516 -1.259
H 1.817 1.874 1.979
H 0.292 1.082 -0.480
H -1.535 0.794 -0.141
H 0.196 -0.959 1.269
H -1.336 -1.428 0.505
*
```

* HOMO level: 0.019 Eh
* LUMO: 6.24 eV
* energy above the lowest of the compared OMol25 structures with the same formula, charge and spin: 45.37 kJ/mol
* orbital gap: 5.73 eV
* structure (SMILES): O=[P@@]([O-])(O)CC[S-]

Atom charges from the Löwdin analysis, given in e for atoms 1 to 5: -0.445 0.331 -0.469 -0.209 -0.340



Density functional theory data (ωB97M-V with the def2-TZVPD basis set) for a 2-piece molecular cluster, C3H9FN2 overall at a distorted geometry.

The geometry in ORCA input format:
```
! RIJCOSX wB97M-V def2-TZVPD def2/J DEFGRID3
* xyz 0 1
C 0.826 -0.597 0.084
C -0.404 0.104 -0.207
C -1.703 -0.562 0.235
H 2.702 -0.385 0.707
H 2.671 -0.248 -1.026
H 1.143 -1.593 -0.285
H 0.822 -0.524 1.139
H -0.647 0.235 -1.417
H 0.363 2.025 -0.916
H -1.288 2.016 0.434
H -1.737 -0.665 1.423
H -1.939 -1.547 -0.114
N 2.197 0.097 -0.145
N -0.148 1.547 0.347
F -2.858 0.095 -0.258
*
```

* HOMO level: -0.349 Eh
* LUMO: 0.62 eV
* energy above the lowest of the compared OMol25 structures with the same formula, charge and spin: 439.23 kJ/mol
* orbital gap: 10.11 eV

Atom charges from the Löwdin analysis, given in e for atoms 1 to 5: -0.295 -0.497 -0.191 0.102 0.066



Density functional theory data (ωB97M-V with the def2-TZVPD basis set) for a 2-piece molecular cluster, C7H6Br2FNO overall at a distorted geometry.

The geometry in ORCA input format:
```
! RIJCOSX wB97M-V def2-TZVPD def2/J DEFGRID3
* xyz 0 1
F 2.584 0.384 0.513
C 1.519 -0.432 0.658
Br 1.779 -1.710 1.992
C 0.621 -0.401 -0.358
C -0.344 -1.454 -0.568
C -0.965 -1.570 -1.775
C -0.571 -0.604 -2.835
N 0.206 0.328 -2.661
C 0.831 0.665 -1.461
H -0.550 -2.096 0.258
H -1.737 -2.237 -1.781
H -0.964 -0.731 -3.810
H 1.991 0.893 -1.497
H 0.410 1.544 -1.012
O 0.376 1.255 2.410
C 0.419 1.825 3.449
Br -0.368 1.044 5.052
H 0.824 2.767 3.688
*
```

* HOMO level: -0.301 Eh
* LUMO: 0.03 eV
* energy above the lowest of the compared OMol25 structures with the same formula, charge and spin: 140.65 kJ/mol
* orbital gap: 8.22 eV
* structure (SMILES): F/C(Br)=C1/C=CC=NC1.O=CBr

Atom charges from the Löwdin analysis, given in e for atoms 1 to 5: -0.025 -0.756 0.824 -0.222 -0.048



Density functional theory data (ωB97M-V with the def2-TZVPD basis set) for one molecule with the formula ClH3O2SSi at a distorted geometry.

The geometry in ORCA input format:
```
! RIJCOSX wB97M-V def2-TZVPD def2/J DEFGRID3
* xyz 0 1
O 1.349 -0.647 1.524
S 1.011 -0.255 0.184
O 1.312 -0.988 -1.136
Si -1.180 0.095 -0.051
Cl 1.974 1.601 -0.297
H -1.229 1.388 -0.437
H -1.458 -0.900 -0.932
H -1.778 -0.294 1.147
*
```

* HOMO level: -0.398 Eh
* LUMO: -0.63 eV
* energy above the lowest of the compared OMol25 structures with the same formula, charge and spin: 164.07 kJ/mol
* orbital gap: 10.20 eV
* structure (SMILES): O=S(=O)([SiH3])Cl

Atom charges from the Löwdin analysis, given in e for atoms 1 to 5: -0.406 0.276 -0.494 0.693 0.224



Density functional theory data (ωB97M-V with the def2-TZVPD basis set) for C4H3I3 as an isolated structure at a distorted geometry.

The geometry in ORCA input format:
```
! RIJCOSX wB97M-V def2-TZVPD def2/J DEFGRID3
* xyz 0 3
C 0.044 -1.657 -1.285
C -0.734 -1.701 -2.203
C 0.846 -1.754 -0.115
C -1.504 0.446 -5.051
I 0.532 0.889 -4.710
I -2.745 1.911 -4.229
I -1.989 -1.643 -3.797
H 1.228 -0.836 0.041
H 1.814 -2.430 -0.091
H 0.363 -2.034 0.901
*
```

* HOMO level (spin up / spin down): -0.257 / -0.336 Eh
* LUMO (spin up / spin down): -0.02 / -2.19 eV
* energy above the lowest of the compared OMol25 structures with the same formula, charge and spin: 251.98 kJ/mol
* orbital gap (spin up / spin down): 6.98 / 6.95 eV

Atom charges from the Löwdin analysis, given in e for atoms 1 to 5: -0.229 -0.596 -0.130 -1.556 0.595



Density functional theory data (ωB97M-V with the def2-TZVPD basis set) for C30H42F7N2O21S2V as an isolated structure at a distorted geometry.

The geometry in ORCA input format:
```
! RIJCOSX wB97M-V def2-TZVPD def2/J DEFGRID3
* xyz 1 4
V -0.040 -0.261 -1.092
C 0.621 3.296 -4.454
F 1.324 2.884 -5.522
F 0.810 4.628 -4.350
F -0.624 3.074 -4.650
S 1.040 2.334 -2.927
O 1.629 1.165 -3.542
O 1.896 3.159 -2.110
N -0.249 1.865 -1.999
S -1.143 3.053 -1.496
O -1.217 3.160 -0.054
O -0.786 4.197 -2.247
C -2.822 2.475 -2.067
F -3.561 3.505 -2.464
F -2.679 1.636 -3.099
F -3.397 1.826 -1.052
O 0.805 -1.440 -2.549
C 0.798 -1.152 -3.742
O 1.704 -1.608 -4.595
C 1.639 -0.873 -5.851
C 0.286 -0.110 -5.843
C -0.306 -0.467 -4.501
H 1.646 -1.519 -6.726
H 2.528 -0.224 -5.898
H -0.423 -0.487 -6.616
H 0.472 0.874 -6.065
H -1.022 -1.258 -4.557
H -0.698 0.368 -3.914
O 1.782 0.400 -0.547
C 2.946 0.827 -0.528
O 3.344 1.742 0.335
C 4.755 2.049 0.283
C 5.362 1.135 -0.838
C 4.137 0.472 -1.370
H 5.097 1.791 1.280
H 4.836 3.088 0.195
H 6.065 0.331 -0.514
H 5.909 1.681 -1.618
H 4.218 -0.628 -1.434
H 3.781 0.794 -2.338
O -1.136 0.451 0.664
C -0.824 1.053 1.658
O -1.688 1.593 2.511
C -0.985 2.563 3.383
C 0.462 2.008 3.458
C 0.566 1.272 2.106
H -1.414 2.561 4.370
H -1.086 3.573 2.938
H 0.595 1.309 4.286
H 1.275 2.746 3.507
H 1.088 0.296 2.145
H 1.080 1.931 1.428
O -1.969 -1.674 3.165
C -2.680 -1.155 4.027
O -2.289 -0.977 5.288
C -3.442 -0.620 6.166
C -4.678 -0.692 5.255
C -4.071 -0.599 3.826
H -3.184 0.328 6.593
H -3.550 -1.438 6.866
H -5.282 0.206 5.404
H -5.142 -1.656 5.434
H -3.955 0.514 3.671
H -4.613 -1.176 2.989
O 0.237 -2.021 -0.001
C -0.082 -3.128 0.321
O 0.643 -3.780 1.211
C -0.166 -4.778 1.798
C -1.163 -5.187 0.712
C -1.294 -3.883 -0.107
H -0.713 -4.398 2.722
H 0.471 -5.580 2.198
H -2.117 -5.413 1.177
H -0.716 -5.965 0.100
H -2.198 -3.378 0.270
H -1.398 -3.941 -1.197
O -1.969 -0.887 -1.712
C -3.161 -1.000 -1.522
O -3.953 -1.279 -2.530
C -5.314 -1.313 -2.204
C -5.298 -1.615 -0.680
C -3.944 -1.033 -0.230
H -5.784 -2.049 -2.781
H -5.734 -0.313 -2.476
H -5.301 -2.693 -0.503
H -6.044 -1.229 0.007
H -3.404 -1.502 0.573
H -4.015 0.045 0.124
C 2.539 5.014 0.581
N 2.377 4.879 2.075
O 1.249 5.006 2.532
O 3.337 4.628 2.750
H 3.588 5.352 0.468
H 1.825 5.737 0.198
H 2.397 4.048 0.141
C 3.765 -3.298 0.800
C 3.736 -3.356 2.316
O 4.356 -2.144 2.645
C 5.041 -1.660 1.527
O 5.680 -0.640 1.555
O 4.813 -2.479 0.486
F 4.579 -4.397 2.782
H 2.873 -2.833 0.435
H 3.960 -4.317 0.488
H 2.762 -3.413 2.890
*
```

* HOMO level (spin up / spin down): -0.375 / -0.467 Eh
* LUMO (spin up / spin down): -1.91 / -1.91 eV
* orbital gap (spin up / spin down): 8.31 / 10.79 eV

Atom charges from the Löwdin analysis, given in e for atoms 1 to 5: 0.851 -0.676 0.145 0.148 0.176



Density functional theory data (ωB97M-V with the def2-TZVPD basis set) for C26H42AuGeN4OS2Si3 as an isolated structure.

The geometry in ORCA input format:
```
! RIJCOSX wB97M-V def2-TZVPD def2/J DEFGRID3
* xyz 2 4
Au -0.026 -1.008 -0.377
O -1.742 0.190 2.311
C -0.982 -0.685 3.015
C -0.245 -0.251 4.110
C 0.498 -1.151 4.859
C 0.510 -2.500 4.532
C -0.231 -2.941 3.448
C -0.979 -2.046 2.686
C -1.741 -2.541 1.531
N -1.564 -2.193 0.263
C -2.415 -2.966 -0.503
C -3.127 -3.775 0.319
N -2.691 -3.489 1.591
H -0.281 0.795 4.391
H 1.062 -0.797 5.712
H 1.086 -3.201 5.119
H -0.226 -3.990 3.179
H -2.437 -2.895 -1.575
H -3.880 -4.515 0.117
H -3.024 -3.911 2.444
C -1.847 -1.622 -4.368
C -0.447 -1.121 -4.249
N 0.109 -0.769 -3.126
C 1.389 -0.311 -3.325
C 1.814 -0.339 -4.617
S 0.570 -0.925 -5.622
C 2.189 0.135 -2.180
C 3.397 0.753 -2.235
S 4.025 0.991 -0.668
C 2.644 0.284 0.018
N 1.763 -0.099 -0.882
C 2.479 0.093 1.486
H -2.355 -1.485 -3.414
H -1.863 -2.680 -4.635
H -2.398 -1.079 -5.136
H 2.774 -0.060 -5.018
H 3.942 1.061 -3.111
H 3.237 0.641 2.043
H 2.560 -0.966 1.738
H 1.489 0.427 1.800
C -1.252 5.326 -1.761
Si -0.657 3.593 -1.389
C 1.102 3.581 -0.733
C -0.860 2.509 -2.895
Ge -1.349 1.361 0.928
Si -1.439 3.449 2.580
C -2.758 2.936 3.781
C 0.318 3.387 3.207
C -1.809 5.025 1.682
Si -3.841 1.381 0.085
C -4.714 0.380 1.374
C -3.604 0.491 -1.526
C -4.459 3.117 -0.079
H -0.769 5.657 -2.686
H -0.997 6.042 -0.982
H -2.329 5.375 -1.931
H 1.801 3.828 -1.540
H 1.383 2.600 -0.342
H 1.239 4.320 0.058
H -0.149 2.835 -3.664
H -1.861 2.607 -3.322
H -0.669 1.457 -2.684
H -2.783 1.858 3.939
H -3.740 3.271 3.444
H -2.556 3.416 4.744
H 0.826 2.441 3.028
H 0.322 3.562 4.287
H 0.901 4.178 2.732
H -2.663 4.954 1.011
H -0.945 5.375 1.119
H -2.043 5.783 2.437
H -4.244 -0.593 1.510
H -5.743 0.228 1.031
H -4.754 0.886 2.338
H -3.206 -0.510 -1.357
H -2.943 1.030 -2.205
H -4.583 0.391 -2.006
H -4.579 3.601 0.890
H -5.449 3.077 -0.546
H -3.818 3.731 -0.712
*
```

* HOMO level (spin up / spin down): -0.435 / -0.494 Eh
* LUMO (spin up / spin down): -4.51 / -7.74 eV
* orbital gap (spin up / spin down): 7.33 / 5.71 eV

Atom charges from the Löwdin analysis, given in e for atoms 1 to 5: 0.882 -0.389 -0.343 -0.014 -0.048